{
  "formula": "C9H27F4KN2O20P3S4",
  "method": "ωB97M-V/def2-TZVPD",
  "charge": -1,
  "e_above_lowest_kcal_mol": 219.26,
  "homo_ev": -6.379,
  "symbols": ["K", "S", "S", "S", "S", "P", "P", "P", "F", "F", "F", "F", "O", "O", "O", "O", "O", "O", "O", "O", "O", "O", "O", "O", "O", "O", "O", "O", "O", "O", "O", "O", "N", "N", "C", "C", "C", "C", "C", "C", "C", "C", "C", "H", "H", "H", "H", "H", "H", "H", "H", "H", "H", "H", "H", "H", "H", "H", "H", "H", "H", "H", "H", "H", "H", "H", "H", "H", "H", "H"],
  "coordinates": [[-2.269, 5.387, 1.908], [-1.328, 0.470, 0.718], [5.050, 3.944, -5.969], [-1.319, 1.532, -1.432], [6.259, 5.776, -5.074], [4.818, -1.496, -1.844], [-4.176, -7.397, -1.145], [-3.039, 5.092, 7.331], [3.845, 3.066, -5.395], [-1.882, 2.816, -2.252], [5.622, 7.186, -4.643], [-1.267, 1.030, 2.233], [-3.978, -7.791, -2.749], [6.135, -1.264, -2.758], [-4.717, 5.095, 7.314], [4.510, 4.186, -7.314], [6.199, 3.049, -5.901], [5.112, -2.270, -0.645], [-3.880, -5.774, -1.104], [0.034, 1.403, -1.893], [-2.761, 6.217, 8.484], [-5.408, -7.819, -0.488], [-2.519, 5.420, 5.950], [7.142, 5.409, -3.962], [6.846, 6.163, -6.402], [-2.282, 0.621, -1.952], [-2.678, 3.726, 8.152], [-2.899, -7.968, -0.342], [3.579, -2.183, -2.652], [-2.545, -0.409, 0.863], [-0.027, -0.206, 0.715], [4.271, 0.013, -1.662], [-1.459, 2.032, 0.012], [4.895, 5.234, -4.870], [-4.901, -4.798, -1.419], [-2.742, -9.395, -0.205], [-2.848, 2.525, 7.439], [6.675, -2.395, -3.353], [3.195, -1.701, -3.902], [-2.898, -7.319, -3.480], [5.144, 1.023, -1.227], [-5.497, 4.380, 6.301], [-2.481, 7.554, 8.103], [-5.857, -5.321, -1.445], [-3.747, 1.986, 7.736], [-1.574, 7.931, 8.575], [3.064, -2.454, -4.679], [-2.271, 7.636, 7.037], [-1.931, 2.070, 7.813], [-3.262, -9.922, -1.005], [-3.132, -6.610, -4.273], [-4.840, -3.802, -0.981], [-2.171, -6.710, -2.942], [6.011, 0.689, -0.658], [-6.101, 5.091, 5.738], [5.604, 1.525, -2.078], [-1.689, -9.665, -0.288], [-2.986, -9.685, 0.817], [7.735, -2.390, -3.098], [-4.886, 3.934, 5.516], [-6.073, 3.507, 6.609], [6.497, -2.472, -4.425], [-2.568, -8.268, -3.904], [-4.497, -4.491, -2.384], [4.597, 1.730, -0.603], [6.320, -3.350, -2.966], [2.393, -0.964, -3.955], [-2.793, 2.727, 6.369], [3.911, -1.092, -4.455], [-3.286, 8.208, 8.441]],
  "nbo_charge": [0.997, 2.301, 2.348, 2.431, 2.396, 2.556, 2.547, 2.524, -0.508, -0.537, -0.539, -0.533, -0.803, -0.792, -0.818, -0.917, -0.899, -1.095, -0.820, -0.899, -0.781, -1.088, -1.115, -0.925, -0.896, -0.920, -0.773, -0.808, -0.781, -0.869, -0.848, -0.793, -1.124, -1.060, -0.264, -0.249, -0.266, -0.259, -0.283, -0.261, -0.255, -0.258, -0.255, 0.200, 0.193, 0.191, 0.181, 0.199, 0.215, 0.189, 0.182, 0.219, 0.201, 0.178, 0.192, 0.199, 0.188, 0.195, 0.189, 0.177, 0.198, 0.181, 0.189, 0.185, 0.193, 0.186, 0.209, 0.189, 0.187, 0.190]
}

{
  "formula": "C9H27FeO20P3S2",
  "method": "ωB97M-V/def2-TZVPD",
  "charge": -1,
  "homo_ev": [-4.884, -5.220],
  "multiplicity": 6,
  "symbols": ["Fe", "S", "S", "P", "P", "P", "O", "O", "O", "O", "O", "O", "O", "O", "O", "O", "O", "O", "O", "O", "O", "O", "O", "O", "O", "O", "C", "C", "C", "C", "C", "C", "C", "C", "C", "H", "H", "H", "H", "H", "H", "H", "H", "H", "H", "H", "H", "H", "H", "H", "H", "H", "H", "H", "H", "H", "H", "H", "H", "H", "H", "H"],
  "coordinates": [[-0.409, -1.086, 0.673], [1.303, -1.207, 2.777], [-2.655, -2.135, -0.422], [-2.591, 1.203, 2.110], [0.966, 1.864, -0.980], [1.291, -2.911, -1.851], [-3.192, 2.273, 1.038], [1.493, -0.084, 3.681], [-1.981, 2.046, 3.356], [1.336, -0.861, 1.333], [1.218, 1.893, -2.599], [0.351, 0.628, -0.399], [2.409, 2.225, -0.286], [0.631, -3.092, -3.360], [-1.601, 0.244, 1.471], [2.016, -4.347, -1.461], [1.976, -2.436, 3.070], [0.416, -2.234, -0.829], [-3.996, -1.707, -0.113], [-1.800, -1.018, -0.704], [-2.591, -3.143, -1.435], [-1.815, -2.422, 0.746], [-0.137, -1.444, 2.570], [-3.909, 0.540, 2.689], [0.153, 3.217, -0.639], [2.585, -1.888, -2.034], [-3.843, -0.277, 3.844], [-3.718, 3.569, 1.436], [2.914, -4.280, -0.384], [-1.098, 3.449, -1.290], [2.014, 2.971, -3.066], [-0.854, 1.558, 3.967], [3.472, -2.076, -3.115], [-0.375, -2.291, -3.733], [3.359, 1.169, -0.113], [2.968, -1.725, -4.016], [-4.311, 0.283, 4.654], [-4.752, 3.629, 1.096], [1.312, 3.634, -3.571], [-0.801, 0.471, 3.905], [2.821, 2.744, -3.763], [-1.363, -2.508, -3.327], [3.684, -3.125, -3.323], [2.525, -3.478, 0.242], [2.654, 3.559, -2.408], [3.979, -4.331, -0.611], [4.374, -1.572, -2.769], [-2.804, -0.581, 3.971], [3.685, 1.081, 0.923], [-1.314, 2.707, -2.058], [-1.137, 4.466, -1.680], [-4.397, -1.216, 3.841], [0.046, 2.075, 3.634], [-3.160, 4.477, 1.208], [2.818, -5.105, 0.322], [2.946, 0.183, -0.328], [-0.203, -1.269, -3.395], [-3.757, 3.797, 2.501], [-1.867, 3.326, -0.526], [-0.544, -2.345, -4.808], [4.251, 1.356, -0.711], [-0.988, 1.560, 5.049]],
  "nbo_charge": [1.827, 2.620, 2.653, 2.626, 2.588, 2.583, -0.794, -1.015, -0.816, -1.079, -0.788, -1.085, -0.807, -0.774, -1.089, -0.782, -0.998, -1.093, -1.023, -1.083, -1.039, -1.041, -1.069, -0.800, -0.805, -0.804, -0.254, -0.268, -0.282, -0.261, -0.278, -0.275, -0.257, -0.277, -0.268, 0.186, 0.173, 0.195, 0.182, 0.234, 0.189, 0.244, 0.177, 0.230, 0.206, 0.178, 0.195, 0.207, 0.208, 0.200, 0.177, 0.207, 0.202, 0.188, 0.199, 0.233, 0.182, 0.197, 0.212, 0.172, 0.159, 0.174]
}

{
  "formula": "C9H28AgF2N2O11S2",
  "method": "ωB97M-V/def2-TZVPD",
  "charge": -1,
  "e_above_lowest_kcal_mol": 89.81,
  "homo_ev": -3.066,
  "symbols": ["Ag", "S", "S", "F", "F", "O", "O", "O", "O", "O", "O", "O", "O", "O", "O", "O", "N", "N", "C", "C", "C", "C", "C", "C", "C", "C", "C", "H", "H", "H", "H", "H", "H", "H", "H", "H", "H", "H", "H", "H", "H", "H", "H", "H", "H", "H", "H", "H", "H", "H", "H", "H", "H", "H", "H"],
  "coordinates": [[-1.918, 0.000, -2.682], [1.345, -0.315, -3.667], [1.021, -2.324, -2.574], [0.052, -3.025, -1.550], [0.513, 1.047, -3.728], [1.047, -0.862, -5.030], [0.173, 4.384, 0.340], [2.290, -2.402, -1.920], [-3.837, -1.210, -2.031], [2.656, 0.248, -3.393], [-1.691, -0.822, 1.680], [-3.263, 3.349, -0.165], [-1.346, 2.274, -0.365], [2.485, 0.908, 1.510], [-3.152, 1.696, -1.370], [0.872, -3.150, -3.749], [0.086, 0.168, -0.023], [0.299, -0.971, -2.443], [-2.871, -3.200, -2.950], [-3.114, -2.331, -1.673], [-1.772, -1.697, 2.800], [-2.540, 2.483, -0.672], [1.358, 3.789, 0.811], [2.236, 4.909, 1.329], [-1.411, -3.133, 2.377], [4.203, 0.790, 3.164], [2.912, 0.176, 2.670], [0.042, -0.346, -0.892], [2.840, 5.296, 0.508], [-0.436, -3.322, 1.930], [-2.510, -4.125, -2.500], [-3.485, -2.895, -0.818], [1.771, 5.707, 1.908], [2.065, 0.325, 3.338], [-1.526, -3.962, 3.075], [-1.011, -1.410, 3.526], [3.233, 1.090, 0.937], [-2.097, -2.675, -3.510], [-2.752, -1.536, 3.250], [4.482, 0.512, 4.181], [5.051, 0.444, 2.574], [-4.746, -1.460, -2.211], [-0.501, -0.408, 0.563], [-2.092, -3.292, 1.541], [1.078, 3.024, 1.535], [4.118, 1.862, 2.987], [-0.433, 3.756, -0.062], [-3.642, -3.463, -3.673], [1.888, 3.297, -0.005], [0.969, 0.380, 0.419], [-2.432, -0.214, 1.737], [3.106, 4.543, 1.875], [-0.424, 1.033, -0.129], [-2.165, -2.055, -1.214], [2.969, -0.887, 2.435]],
  "nbo_charge": [0.830, 2.302, 2.425, -0.524, -0.500, -0.846, -0.766, -0.914, -0.728, -0.840, -0.749, -0.822, -0.932, -0.741, -0.883, -0.886, -0.946, -1.164, -0.648, -0.078, -0.057, 0.927, -0.056, -0.621, -0.649, -0.648, -0.063, 0.414, 0.198, 0.221, 0.212, 0.159, 0.215, 0.181, 0.217, 0.158, 0.476, 0.211, 0.178, 0.216, 0.203, 0.484, 0.431, 0.208, 0.154, 0.226, 0.522, 0.211, 0.133, 0.437, 0.510, 0.181, 0.472, 0.181, 0.166]
}

{
  "formula": "C9H28CdFO13P3",
  "method": "ωB97M-V/def2-TZVPD",
  "homo_ev": -8.720,
  "symbols": ["Cd", "P", "P", "P", "F", "O", "O", "O", "O", "O", "O", "O", "O", "O", "O", "O", "O", "O", "C", "C", "C", "C", "C", "C", "C", "C", "C", "H", "H", "H", "H", "H", "H", "H", "H", "H", "H", "H", "H", "H", "H", "H", "H", "H", "H", "H", "H", "H", "H", "H", "H", "H", "H", "H", "H"],
  "coordinates": [[-19.612, 8.633, 21.231], [-15.556, 10.746, 16.539], [-24.440, 8.643, 16.782], [-15.470, 8.337, 26.350], [-18.959, 5.313, 20.327], [-22.224, 8.491, 23.719], [-16.404, 10.492, 17.760], [-16.104, 11.884, 15.445], [-14.003, 11.117, 16.968], [-13.832, 8.493, 26.309], [-23.264, 8.838, 17.659], [-15.297, 9.454, 15.552], [-15.696, 6.790, 26.844], [-16.100, 8.598, 25.000], [-25.086, 10.039, 16.129], [-25.719, 7.920, 17.392], [-24.207, 7.776, 15.431], [-15.968, 9.203, 27.639], [-25.482, 6.935, 18.362], [-17.006, 6.292, 26.866], [-13.322, 10.243, 17.850], [-15.329, 9.494, 14.146], [-15.582, 10.596, 27.761], [-13.049, 8.343, 27.518], [-22.964, 7.234, 15.064], [-26.126, 9.931, 15.164], [-16.116, 13.220, 15.914], [-13.762, 9.250, 17.948], [-16.411, 11.194, 27.383], [-12.312, 7.554, 27.369], [-23.152, 6.192, 14.806], [-12.464, 9.247, 27.693], [-23.015, 7.927, 23.829], [-13.212, 10.736, 18.816], [-17.094, 13.398, 16.362], [-25.850, 10.546, 14.308], [-14.770, 10.934, 27.117], [-17.737, 7.100, 26.870], [-22.205, 7.267, 15.845], [-17.257, 5.793, 27.802], [-15.393, 13.362, 16.718], [-24.488, 6.493, 18.295], [-25.484, 7.346, 19.371], [-12.294, 10.146, 17.501], [-15.239, 10.843, 28.765], [-22.767, 7.767, 14.134], [-26.968, 10.385, 15.687], [-13.604, 8.169, 28.440], [-14.419, 9.062, 13.728], [-15.877, 13.961, 15.152], [-16.137, 8.949, 13.658], [-15.211, 10.517, 13.788], [-17.133, 5.564, 26.064], [-26.214, 6.128, 18.332], [-26.466, 9.029, 14.654]],
  "nbo_charge": [1.047, 2.519, 2.547, 2.527, -0.674, -0.791, -1.073, -0.787, -0.814, -0.799, -1.081, -0.806, -0.800, -1.073, -0.787, -0.802, -0.825, -0.813, -0.260, -0.252, -0.249, -0.250, -0.265, -0.260, -0.249, -0.268, -0.258, 0.200, 0.200, 0.198, 0.183, 0.184, 0.419, 0.187, 0.191, 0.184, 0.192, 0.188, 0.209, 0.183, 0.188, 0.191, 0.190, 0.187, 0.198, 0.185, 0.188, 0.194, 0.182, 0.197, 0.191, 0.194, 0.198, 0.195, 0.201]
}

Total energy / eV: -152105.739 -134651.613 -66391.133 -71549.332
Maximum force / eV Å⁻¹: 9.067 8.195 8.554 3.670